[1]
Here is a structure of composition C5H11N2 from the Open Molecules 2025 dataset. Energies are from ωB97M-V with the def2-TZVPD basis set.

orbital gap (alpha / beta)	6.97 / 5.71	eV
HOMO (alpha / beta)	-0.3756 / -0.5168	Ha
net charge	+1
expectation value of S²	2.0242
ΔE to the lowest compared entry with this formula, charge and spin	70.9	kcal per mole
2S+1	3

The geometry in XYZ format:
```
18
Properties=species:S:1:pos:R:3:forces:R:3
C 0.246825 -1.157550 -1.880009 -0.45 2.00 -1.68
C 1.046742 -0.359884 2.146379 1.11 -1.75 1.03
C 0.514794 -0.899660 -0.618278 -0.77 2.59 1.31
C 0.643335 0.634380 1.393446 -1.19 1.25 -2.21
C 0.284638 0.476791 0.028386 5.03 -5.53 -1.46
N 0.200873 1.380561 -0.957158 -1.16 2.79 -2.18
N -1.639971 0.187348 0.279033 -3.83 0.40 0.32
H 0.511274 -2.079508 -2.207032 0.29 -2.94 -0.95
H -0.064049 -0.529929 -2.755194 0.32 -0.05 1.22
H 1.243086 -0.129918 3.177936 0.09 -0.45 0.29
H 1.343815 -1.320478 1.682855 -0.20 0.74 0.92
H 0.643442 -1.754874 0.003150 0.62 -0.26 0.43
H 0.305959 1.560795 1.750226 0.15 1.42 1.19
H 0.348209 1.250832 -1.988937 0.05 -0.64 1.64
H -0.038215 2.332760 -0.772075 -0.01 0.72 0.42
H -1.605043 -0.676057 -0.247040 0.27 -0.78 0.68
H -2.125412 0.814791 -0.324734 -0.66 0.95 0.00
H -1.860301 0.269599 1.289044 0.35 -0.46 -0.95
```
Positions in Å, forces in eV/Å.

Just the Löwdin charges please, in e? Sure, here they are: C 0.02; C 0.05; C -0.13; C -0.17; C -0.45; N 0.23; N 0.29; H 0.03; H 0.09; H 0.08; H 0.08; H 0.10; H 0.11; H 0.16; H 0.14; H 0.11; H 0.11; H 0.16

=====

[2]
Here is a structure of composition C13H17BrOTc from the Open Molecules 2025 dataset. Energies are from ωB97M-V with the def2-TZVPD basis set.

orbital gap (alpha / beta)	7.12 / 6.15	eV
HOMO (alpha / beta)	-0.2885 / -0.2820	Ha
expectation value of S²	3.7927
ΔE to the lowest compared entry with this formula, charge and spin	9.2	kcal per mole
2S+1	4

The geometry in XYZ format:
```
33
Properties=species:S:1:pos:R:3:forces:R:3
C -0.954852 -1.321070 -2.610182 -0.21 -0.19 0.94
C -1.264927 -2.427777 -1.754196 -0.43 0.27 -0.35
C -2.222043 -1.993424 -0.745615 -0.48 -0.08 0.61
H -0.802608 -3.402167 -1.866438 -0.36 0.07 0.15
C -2.350736 -0.529636 -0.933837 -0.69 -0.68 -0.57
C -1.609724 -0.173251 -2.118459 0.09 0.03 0.92
H -1.526842 0.840519 -2.525718 -0.02 -0.57 0.31
H -0.253776 -1.323177 -3.447031 -0.25 -0.10 0.37
H -2.407357 -2.496871 0.227982 -0.94 -0.16 -1.41
H -2.873516 0.208741 -0.306862 0.06 -0.74 -0.40
Tc -0.499866 -1.114091 -0.119903 2.49 3.34 -1.78
Br 1.026224 -2.665570 0.793721 0.68 -1.00 0.58
C 3.225966 1.272001 -0.376933 -0.78 -0.91 -0.78
C 2.131489 1.945993 -1.022229 0.85 -0.84 0.46
C 1.617202 1.062977 -2.041695 -0.23 -2.13 -0.40
H 1.600658 2.864943 -0.729498 0.72 -0.45 -0.10
C 2.312537 -0.164089 -1.976565 -1.99 1.38 -0.17
C 3.310585 -0.046480 -0.923936 -0.22 1.27 0.93
H 3.843017 -0.929844 -0.533540 -0.02 0.88 -0.23
H 3.776071 1.644879 0.467459 0.13 0.03 0.04
H 0.661659 1.231232 -2.582192 1.13 -0.06 0.30
H 1.949137 -1.124764 -2.390707 0.62 0.85 0.00
C -0.017052 -0.019537 3.163612 -0.01 -0.03 0.39
C -0.959427 0.418253 2.056723 0.48 1.09 0.04
C -1.510546 1.831687 2.273514 -0.19 -0.19 0.26
O -0.241140 0.553729 0.846879 0.37 -1.10 -0.56
H 0.829044 0.686479 3.230723 -0.35 -0.26 -0.05
H 0.381291 -1.028487 2.974821 -0.16 0.41 0.12
H -0.561840 -0.015625 4.119422 0.25 -0.07 -0.13
H -1.755067 -0.339335 1.928630 -0.26 0.21 0.30
H -0.643346 2.501933 2.406233 -0.37 -0.25 0.02
H -2.041592 2.158801 1.367896 0.03 -0.10 0.33
H -2.168638 1.893044 3.147928 0.08 0.11 -0.14
```
Positions in Å, forces in eV/Å.

Just the natural (NBO) charges please, in e? Sure, here they are: C -0.17; C -0.31; C -0.33; H 0.26; C -0.31; C -0.23; H 0.25; H 0.25; H 0.26; H 0.26; Tc 0.89; Br -0.36; C -0.36; C -0.06; C -0.29; H 0.22; C -0.26; C -0.10; H 0.22; H 0.22; H 0.21; H 0.22; C -0.63; C 0.07; C -0.61; O -0.70; H 0.22; H 0.23; H 0.20; H 0.15; H 0.22; H 0.21; H 0.20

=====

[3]
Here is a cluster of 3 separate species, C16H42BFNO8P2 in total from the Open Molecules 2025 dataset. Energies are from ωB97M-V with the def2-TZVPD basis set.

orbital gap	5.61	eV
HOMO	-0.3985	Ha
net charge	+1

The geometry in XYZ format:
```
71
Properties=species:S:1:pos:R:3:forces:R:3
C 0.351336 -7.324693 -3.451336 -0.51 0.17 0.61
C -0.194358 -5.780816 -3.785619 -0.67 -1.38 1.15
O 0.681456 -5.092331 -4.752821 -1.45 3.97 -0.06
B 0.164759 -3.746738 -5.087681 -1.86 -5.48 -3.25
O -0.857257 -3.685284 -6.180673 2.28 2.60 3.97
P 0.809076 -2.148921 -4.247845 -1.90 1.90 1.45
P 2.955010 -1.771179 -4.415762 4.11 -0.94 -1.70
N 3.785560 -2.889597 -5.238643 -2.60 0.82 1.17
C 0.205690 -2.001481 -2.402123 -1.08 1.47 2.00
C -0.285178 -0.447275 -2.042134 0.08 -0.56 0.73
F -0.964073 -2.871373 -2.115715 3.00 1.61 -1.02
H -0.487310 -8.124967 -3.696830 1.92 1.77 0.26
H 0.523244 -7.398256 -2.278942 -0.28 0.21 -2.55
H 1.362595 -7.576322 -3.983829 -2.10 0.60 0.87
H -0.149554 -5.210632 -2.761486 -0.36 -0.91 -2.05
H -1.282748 -5.785037 -4.248409 2.19 -0.10 1.19
H -1.260924 -2.746443 -6.174971 0.73 -2.14 -0.44
H 0.142756 -1.034949 -4.934229 0.60 -0.89 0.62
H 3.126312 -0.522523 -5.153224 -0.77 -0.34 1.15
H 3.513870 -1.560098 -3.075251 -1.04 0.26 -0.76
H 3.098869 -3.609459 -5.511466 0.87 -0.18 -0.10
H 1.117601 -2.204252 -1.665564 -2.07 -0.20 -1.67
H -1.337672 -0.182682 -2.479185 2.15 -0.66 0.49
H 0.540868 0.332647 -2.360546 -1.70 -1.59 0.68
H -0.413183 -0.439651 -0.856331 0.48 0.05 -2.64
C 2.421615 2.520677 4.261277 0.13 -0.21 0.15
O 2.139380 1.142059 4.081065 -0.16 0.28 -0.63
C 1.039906 0.893916 3.206980 0.51 -0.46 0.16
C 1.368540 -0.217395 2.201017 -0.14 0.08 0.16
O 2.362598 0.102747 1.226104 0.00 -0.03 0.11
C 3.698347 0.306386 1.696844 0.31 -0.04 0.00
C 4.388786 -0.934844 2.274659 -0.36 0.39 0.37
O 3.804543 -1.314960 3.519302 -0.20 -0.29 -0.67
C 3.546332 -2.704901 3.626880 0.09 0.24 0.37
H 1.779547 2.932408 5.041646 -0.03 0.22 -0.04
H 3.465065 2.613141 4.573724 -0.13 -0.08 0.06
H 2.301686 3.086934 3.329968 -0.08 -0.03 0.07
H 0.739697 1.795835 2.665224 0.07 0.06 0.01
H 0.200541 0.573098 3.830780 -0.23 -0.07 -0.18
H 0.454674 -0.422226 1.630997 0.04 0.17 -0.06
H 1.615171 -1.153799 2.700485 0.10 0.14 0.23
H 3.745226 1.150009 2.388309 -0.07 -0.26 0.15
H 4.271056 0.617768 0.817401 -0.09 -0.13 -0.06
H 5.439503 -0.702622 2.470721 0.10 0.09 -0.26
H 4.344596 -1.750004 1.538503 -0.06 0.04 0.14
H 3.203683 -3.133977 2.680198 0.08 -0.01 -0.05
H 2.749749 -2.842746 4.362616 0.15 0.06 0.01
H 4.444554 -3.222812 3.975415 -0.07 -0.19 -0.11
C -3.760835 6.222978 2.378684 0.11 -0.26 0.11
O -4.043069 4.844359 2.198473 -0.06 0.35 -0.53
C -5.142544 4.596218 1.324388 0.43 -0.50 0.08
C -4.813909 3.484906 0.318426 -0.28 0.11 0.06
O -3.819851 3.805049 -0.656489 0.29 -0.02 0.32
C -2.484103 4.008687 -0.185748 0.03 -0.04 -0.12
C -1.793664 2.767458 0.392067 -0.38 0.47 0.38
O -2.377906 2.387341 1.636711 -0.10 -0.46 -0.60
C -2.636118 0.997401 1.744287 0.03 0.38 0.33
H -4.402903 6.634709 3.159054 -0.03 0.23 -0.03
H -2.717383 6.315442 2.691132 -0.12 -0.07 0.07
H -3.880764 6.789235 1.447376 -0.08 -0.03 0.08
H -5.442752 5.498137 0.782632 0.11 0.03 0.01
H -5.981909 4.275399 1.948188 -0.21 -0.07 -0.19
H -5.727775 3.280076 -0.251594 0.13 0.18 -0.05
H -4.567279 2.548502 0.817893 0.08 0.14 0.24
H -2.437223 4.852311 0.505718 -0.02 -0.27 0.18
H -1.911394 4.320069 -1.065191 -0.10 -0.14 -0.07
H -0.742946 2.999680 0.588128 0.16 0.09 -0.24
H -1.837854 1.952297 -0.344089 -0.11 0.01 0.11
H -2.978766 0.568324 0.797607 0.04 0.00 -0.06
H -3.432700 0.859555 2.480025 0.15 0.04 0.00
H -1.737896 0.479489 2.092823 -0.02 -0.21 -0.06
```
Positions in Å, forces in eV/Å.

Just the Löwdin charges please, in e? Sure, here they are: C -0.07; C -0.21; O -0.08; B -0.55; O 0.07; P 0.98; P 0.57; N -0.30; C -0.39; C -0.09; F -0.10; H 0.09; H 0.09; H 0.09; H 0.12; H 0.15; H 0.12; H 0.06; H 0.02; H 0.01; H -0.04; H 0.15; H 0.10; H 0.10; H 0.10; C -0.10; O -0.20; C -0.18; C -0.17; O -0.15; C -0.17; C -0.18; O -0.20; C -0.11; H 0.09; H 0.09; H 0.09; H 0.11; H 0.13; H 0.10; H 0.11; H 0.11; H 0.12; H 0.13; H 0.12; H 0.08; H 0.09; H 0.09; C -0.11; O -0.21; C -0.18; C -0.17; O -0.12; C -0.17; C -0.19; O -0.20; C -0.10; H 0.09; H 0.09; H 0.09; H 0.12; H 0.13; H 0.13; H 0.10; H 0.11; H 0.13; H 0.12; H 0.11; H 0.08; H 0.10; H 0.06

=====

The following maximum force values (in eV/A) correspond, in order, to the records above: 7.62; 4.53; 6.64.